No. 1
Density functional theory data (wB97M-V/def2-TZVPD) for 2 unconnected molecules or ions with the total composition C3H10NO2 in a non-equilibrium geometry.

The net charge is +1. The value obtained for the gap between HOMO and LUMO is 9.58 eV. For the relative energy (zero: lowest compared OMol25 entry of this formula, charge and spin), the calculation gives 3.552 eV.

The geometry in XYZ format:
```
16
Properties=species:S:1:pos:R:3:forces:R:3
N -1.10833 0.99991 0.04041 -1.1783 0.2738 1.1569
H 1.13917 -1.46776 1.15392 -1.7959 0.2238 0.1310
H -0.83809 1.95721 0.15185 1.0609 0.8198 0.6698
C -0.06433 0.20032 -0.59532 -1.3143 -3.2692 0.7440
H -0.52383 -0.25197 -1.48822 0.7515 0.1657 0.2328
O -0.95436 -1.20208 1.69943 0.4745 0.7939 1.2011
H -1.67024 -1.85243 1.80166 0.3424 -0.1374 -0.4012
H 0.03453 -2.69039 -0.69624 1.2150 -0.0563 -2.0792
H -1.18416 0.53787 1.01995 -1.1782 0.8261 -1.3537
H 1.97270 0.30317 -0.15013 1.7185 -1.5654 1.1417
O -0.30635 -2.64726 0.15997 -1.0782 0.1752 2.5896
H 1.67015 1.08864 -1.63072 -0.8779 -0.1991 1.1649
H 1.23902 1.81426 -0.02745 -0.1408 -0.6638 -0.5452
H -1.98205 1.23280 -0.49750 0.4329 -1.6249 0.7612
C 0.03068 -1.53522 0.86457 0.5678 1.1344 -3.3378
C 1.22827 0.84960 -0.60327 0.9999 3.1033 -2.0761
```
Positions in Å, forces in eV/Å.


No. 2
Density functional theory data (wB97M-V/def2-TZVPD) for a gas-phase ion, C3H10NO2 (charge +2) in a non-equilibrium geometry.

As for the spin multiplicity: 2. The net charge is +2. The value obtained for the gap between HOMO and LUMO (alpha / beta) is 11.79 / 3.83 eV. For the relative energy (zero: lowest compared OMol25 entry of this formula, charge and spin), the calculation gives 2.452 eV.

The geometry in XYZ format:
```
16
Properties=species:S:1:pos:R:3:forces:R:3
H -1.06254 -0.64644 1.55940 -1.3949 -2.0416 2.1290
H -0.51078 0.86561 1.52042 -0.1460 0.2919 0.4313
H 1.78796 0.40603 0.80717 0.4421 2.3660 -0.2652
H -1.87500 0.87251 -2.39808 -0.5707 0.3355 -1.0955
H 0.23806 0.24787 -2.24117 -0.1636 0.3201 0.6547
O -1.65924 0.83817 -1.45545 2.2469 -0.6326 0.4935
C -0.22456 0.57378 -1.28132 -1.8754 -0.0446 -1.2986
C 1.32205 -0.44514 0.42463 -1.1540 -2.2059 -0.3475
H -1.75780 0.53245 0.47000 -1.4288 -0.2837 1.2767
H 1.85951 -0.83311 -0.44613 0.7268 -0.3838 0.3804
H -0.50110 -1.27490 -0.32248 -0.3321 -2.1494 -0.8020
N -0.99110 0.13632 0.99727 1.8012 2.3730 -2.1779
H 2.14894 -1.24315 1.87483 -0.1163 -0.8467 0.8146
O 1.22624 -1.28045 1.57988 0.5591 0.3467 -1.2492
H 0.09321 1.60074 -0.99582 0.4187 0.4058 -0.0422
C -0.09385 -0.35029 -0.09316 0.9871 2.1493 1.0979
```
Positions in Å, forces in eV/Å.


No. 3
Density functional theory data (wB97M-V/def2-TZVPD) for 2 unconnected molecules or ions with the total composition C3H10NO2P in a non-equilibrium geometry.

The value obtained for the gap between HOMO and LUMO is 8.21 eV. For the relative energy (zero: lowest compared OMol25 entry of this formula, charge and spin), the calculation gives 4.532 eV.

The geometry in XYZ format:
```
17
Properties=species:S:1:pos:R:3:forces:R:3
H -0.92262 -1.24147 0.78591 -0.0433 -0.5656 0.3120
P -1.33584 0.82987 -1.52887 0.2368 -0.6827 0.6814
H -2.60119 2.71287 0.40834 -2.7708 -2.1596 -0.8432
H -1.96689 1.08022 -0.23044 0.0459 -0.7501 -0.0875
H 2.17397 -2.16188 -0.01234 0.9665 -2.5994 -0.2415
C 2.19008 -1.13975 -0.07051 -3.4592 0.6900 3.0184
O -1.88929 3.23979 0.57761 3.9868 2.2498 0.7851
H -1.11639 -1.71788 -0.79311 -1.2211 0.1086 -2.2833
H -0.02845 -2.72906 0.16940 -0.5448 0.6753 0.0305
O -0.91975 2.17973 -1.95065 0.1593 1.5982 -0.9848
H 1.21399 1.14342 -0.85650 -2.0555 -1.4364 0.6212
H 2.23352 -0.79772 0.96759 0.7378 -0.2277 0.4581
H 2.92827 -0.64273 -0.55721 1.8490 1.2275 -1.9721
C 0.76687 -0.76729 -0.25583 -1.4729 3.0981 -2.5162
H -1.12272 2.87947 0.06223 -1.3208 0.6076 0.2707
N 0.40127 0.45983 -0.59659 2.2155 -1.4728 -0.0889
C -0.39821 -1.70499 -0.05670 2.6909 -0.3609 2.8401
```
Positions in Å, forces in eV/Å.


- Which formula does entry 1 have?
  C3H10NO2


- Among the records above, which one has the lowest relative energy (zero: lowest compared OMol25 entry of this formula, charge and spin)?
  number 2


What did the first record say?
Density functional theory data (wB97M-V/def2-TZVPD) for 2 unconnected molecules or ions with the total composition C3H10NO2 in a non-equilibrium geometry.

The net charge is +1. The value obtained for the gap between HOMO and LUMO is 9.58 eV. For the relative energy (zero: lowest compared OMol25 entry of this formula, charge and spin), the calculation gives 3.552 eV.

The geometry in XYZ format:
```
16
Properties=species:S:1:pos:R:3:forces:R:3
N -1.10833 0.99991 0.04041 -1.1783 0.2738 1.1569
H 1.13917 -1.46776 1.15392 -1.7959 0.2238 0.1310
H -0.83809 1.95721 0.15185 1.0609 0.8198 0.6698
C -0.06433 0.20032 -0.59532 -1.3143 -3.2692 0.7440
H -0.52383 -0.25197 -1.48822 0.7515 0.1657 0.2328
O -0.95436 -1.20208 1.69943 0.4745 0.7939 1.2011
H -1.67024 -1.85243 1.80166 0.3424 -0.1374 -0.4012
H 0.03453 -2.69039 -0.69624 1.2150 -0.0563 -2.0792
H -1.18416 0.53787 1.01995 -1.1782 0.8261 -1.3537
H 1.97270 0.30317 -0.15013 1.7185 -1.5654 1.1417
O -0.30635 -2.64726 0.15997 -1.0782 0.1752 2.5896
H 1.67015 1.08864 -1.63072 -0.8779 -0.1991 1.1649
H 1.23902 1.81426 -0.02745 -0.1408 -0.6638 -0.5452
H -1.98205 1.23280 -0.49750 0.4329 -1.6249 0.7612
C 0.03068 -1.53522 0.86457 0.5678 1.1344 -3.3378
C 1.22827 0.84960 -0.60327 0.9999 3.1033 -2.0761
```
Positions in Å, forces in eV/Å.